Record 1
The following is a quantum chemistry calculation of a structure of composition C12H17BHgN6O2 in a non-equilibrium geometry, from OMol25.

Geometry as XYZ:
```
39
Properties=species:S:1:pos:R:3:forces:R:3:lowdin_charge:R:1
H -0.3682 2.6199 1.6930 0.27 0.06 -0.25 0.076
N 0.1963 1.4659 0.0227 -0.25 0.61 0.05 0.013
B 1.0030 0.6084 -2.2113 -0.47 -0.26 0.74 -0.486
N 0.8288 1.7504 -1.1670 -0.63 0.05 1.37 -0.034
C 1.1827 3.0566 -1.1761 -0.48 -0.55 0.73 -0.093
Hg -1.2860 -0.9298 0.7334 2.05 2.05 -0.41 1.063
H 1.6727 3.4573 -2.0241 0.41 0.39 -0.53 0.102
C 0.7769 3.6321 0.0149 -0.24 -0.23 0.15 -0.080
H 0.8957 4.6376 0.3579 0.12 0.35 -0.14 0.076
C 0.1376 2.5984 0.7360 0.75 -0.53 -1.58 -0.152
H 1.4817 0.9805 -3.2393 0.09 0.10 -0.10 0.106
C -0.8183 -2.8509 1.3968 -1.51 -2.05 0.34 -0.197
H -1.2280 -2.8198 2.3921 0.52 -0.25 0.60 -0.025
H 0.1625 -3.3588 1.2644 -0.72 1.02 -0.10 0.019
H -1.6656 -3.2608 0.8005 1.00 -0.44 0.11 -0.006
N -0.4509 0.0390 -2.4984 -1.52 -0.83 1.23 0.022
N 1.8670 -0.5102 -1.5543 -0.21 -0.58 1.09 -0.032
N -1.2564 -0.4402 -1.3863 0.15 0.80 -5.20 -0.112
N 1.4923 -1.0003 -0.3178 0.32 -0.54 -0.56 0.037
C -1.1792 -0.0600 -3.6568 -0.06 -0.40 2.93 -0.053
C 3.0366 -1.0887 -1.9331 -0.64 0.33 0.42 -0.091
H -0.7983 0.2631 -4.5942 0.37 0.16 -0.42 0.111
H 3.4994 -0.8254 -2.8655 0.07 0.05 -0.11 0.111
C -2.4269 -0.5912 -3.3255 -0.47 0.14 -1.54 -0.089
C 3.4278 -1.9578 -0.9388 0.24 -0.24 0.00 -0.091
C -2.4252 -0.7966 -1.9647 0.85 0.10 0.78 -0.220
C 2.4285 -1.8838 0.0399 -0.35 0.63 -0.64 -0.172
H -3.2544 -0.7809 -4.0242 0.59 0.10 0.50 0.101
H 4.3139 -2.5657 -0.8972 0.06 -0.01 -0.13 0.083
H -3.2074 -1.2025 -1.3263 0.09 0.12 -0.34 0.076
H 2.3605 -2.4486 0.9609 -0.07 0.24 -0.04 0.092
H -2.7673 -0.1050 0.6950 -0.10 -0.28 0.69 0.062
C -1.1683 0.6422 4.9367 -0.74 0.40 0.04 0.029
C -0.9393 0.6037 3.4338 3.90 -2.33 0.21 -0.642
O -1.8141 1.2230 2.7482 -0.75 0.17 -0.29 0.143
O 0.0528 -0.0288 2.9530 -2.89 1.63 0.83 -0.027
H -1.6534 1.5752 5.2209 0.04 0.05 0.10 0.086
H -0.2460 0.5107 5.4993 0.11 0.01 -0.41 0.097
H -1.8638 -0.1583 5.2016 0.08 -0.03 -0.14 0.095
```
Positions in Å, forces in eV/Å.

## Properties
- Orbital gap (alpha / beta): 4.4455 / 5.1633 eV
- DFT total energy: -30600.862 eV
- Relative energy (zero: lowest compared OMol25 entry of this formula, charge and spin): 0.0 kJ/mol
- HOMO energy (alpha / beta): -8.253 / -8.245 eV
- E_LUMO (alpha / beta): -3.81 / -3.08 eV

***

Record 2
The following is a quantum chemistry calculation of a structure of composition C13H20N2OS2W in a non-equilibrium geometry, from OMol25.

Geometry as XYZ:
```
39
Properties=species:S:1:pos:R:3:forces:R:3:mulliken_spin:R:1
W 0.3550 -1.0115 0.3732 -1.60 1.52 3.38 1.256
N 2.2802 -0.1537 0.2224 1.59 -0.68 1.09 0.038
C 2.4297 0.9861 -0.6294 0.19 1.61 -1.14 -0.016
C 1.9116 0.8053 -2.0761 -0.61 0.02 0.04 0.034
C 2.1061 -0.6410 -2.7368 -0.38 1.86 -0.33 -0.014
C 0.8118 -1.4652 -2.7180 -1.39 0.00 -0.56 0.020
N 0.6474 -2.0969 -1.4133 0.46 -1.10 0.11 0.033
H 2.4270 0.1696 1.1821 -0.18 -0.12 -0.01 0.015
H 3.0448 -0.8605 0.1656 -0.56 0.72 -0.55 0.020
H 3.4825 1.2916 -0.6291 0.12 -0.18 -0.39 -0.004
H 1.9331 1.8609 -0.1579 -0.11 -0.76 -0.25 0.005
H 2.4265 1.6345 -2.5867 0.12 -0.71 -0.49 -0.001
H 0.8220 1.0807 -2.2288 1.12 -0.44 0.76 -0.005
H 2.8967 -1.2374 -2.2690 0.09 0.19 -0.03 0.003
H 2.4449 -0.3839 -3.7593 -0.34 -0.71 0.35 0.000
H 0.7399 -2.2828 -3.4385 0.62 0.26 -0.47 -0.008
H -0.1430 -0.8951 -2.8522 1.12 0.06 -0.12 0.006
H 1.5220 -2.5468 -1.1789 0.47 -0.43 -0.06 0.010
H -0.0053 -2.8742 -1.3760 -0.35 0.09 -0.55 0.012
C -0.0036 -2.4961 5.1894 0.62 1.03 0.35 0.054
O -0.8327 -1.9004 4.1744 0.30 -1.02 0.38 0.006
C -0.1863 -1.8380 2.9879 0.46 0.54 0.19 0.660
S -0.4240 -2.9301 1.6544 -0.28 0.35 -0.03 0.011
S 0.8538 -0.4507 2.7712 -0.52 -0.68 -0.34 0.063
H -0.2337 -1.9844 6.1207 -0.38 -0.24 0.19 -0.004
H 1.0758 -2.2665 5.0396 -0.66 -0.27 -0.34 -0.007
H -0.1592 -3.5633 5.2678 -0.10 -0.27 -0.06 -0.003
C -0.7313 0.4000 0.1812 3.95 -3.89 -0.08 -0.190
C -1.6335 1.3441 -0.0835 -4.16 3.66 0.78 0.051
C -2.1535 1.3465 -1.3879 1.16 -0.67 -0.96 -0.009
C -3.1615 2.2026 -1.7553 -0.49 0.69 0.28 0.013
C -3.6583 3.0906 -0.8013 -0.40 -0.72 -0.89 -0.025
C -3.3154 2.9813 0.5160 0.71 1.03 1.69 0.014
C -2.2574 2.2028 0.9256 0.88 -1.66 -1.63 -0.027
H -1.5994 0.6642 -2.1049 -1.17 0.80 0.77 -0.005
H -3.6667 2.2101 -2.7148 0.55 -0.07 -0.22 0.001
H -4.3449 3.8387 -1.1110 -0.79 0.36 -0.14 -0.002
H -3.8004 3.5971 1.2839 0.10 -0.07 -0.47 0.000
H -1.9007 2.1717 1.9532 -0.16 -0.10 -0.23 -0.006
```
Positions in Å, forces in eV/Å.

## Properties
- Orbital gap (alpha / beta): 5.0210 / 6.4855 eV
- DFT total energy: -42324.806 eV
- Relative energy (zero: lowest compared OMol25 entry of this formula, charge and spin): 0.0 kJ/mol
- Expectation value of S²: 2.0380
- HOMO energy (alpha / beta): -5.153 / -6.693 eV
- Spin multiplicity: 3
- E_LUMO (alpha / beta): -0.13 / -0.21 eV

***

Record 3
The following is a quantum chemistry calculation of an isolated molecule of C9H13NO2 in a non-equilibrium geometry, from OMol25.

Geometry as XYZ:
```
25
Properties=species:S:1:pos:R:3:forces:R:3:lowdin_charge:R:1
C 0.2458 -2.4339 0.5919 0.59 2.12 -0.97 -0.044
C 1.1948 -1.4519 0.4596 0.41 -0.95 0.51 -0.088
C -0.1168 -1.2363 -1.4164 0.40 0.49 -1.12 -0.123
C -0.8248 -2.0131 -0.2952 0.64 3.28 0.21 -0.064
C 0.8857 -0.3913 -0.5129 -1.38 -0.16 -1.38 -0.195
C -1.3131 -0.2404 0.6314 1.17 -3.76 1.06 -0.073
C -0.2330 0.6108 0.1380 1.42 -0.09 -0.90 -0.522
C -0.6366 1.5945 -0.9600 1.34 0.43 -1.54 -0.044
C 0.4804 1.3329 1.2616 -1.38 -0.34 1.77 -0.045
N -2.6336 -0.0605 0.1601 -1.08 0.90 4.26 -0.415
O -3.4210 0.0990 1.1191 -0.31 -0.18 -1.15 0.034
O -2.9376 -0.0462 -0.9793 -0.60 -0.13 -2.41 0.094
H 0.1278 -3.2511 1.2621 0.40 -0.29 0.62 0.101
H 2.0722 -1.2861 1.0291 0.74 -0.54 0.79 0.096
H 0.5107 -1.8669 -2.0679 -0.34 -0.26 0.33 0.120
H -0.7739 -0.6455 -2.1121 0.58 -0.73 1.02 0.104
H -1.7572 -2.5044 -0.4160 -0.54 -0.56 -0.27 0.114
H 1.7907 0.2291 -0.9746 -2.06 -1.54 0.93 0.188
H -1.3209 -0.4943 1.7728 -0.10 0.68 -2.48 0.186
H -1.2233 2.3400 -0.4513 -0.85 0.41 -0.43 0.083
H -1.0743 1.1420 -1.9132 0.14 0.88 1.83 0.095
H 0.2730 2.1666 -1.3482 -0.85 -0.80 0.73 0.109
H 1.2533 1.8653 0.7668 1.10 0.68 0.16 0.066
H 0.8571 0.5732 2.0264 -0.32 1.21 -0.99 0.109
H -0.2138 2.0567 1.7954 0.88 -0.76 -0.58 0.114
```
Positions in Å, forces in eV/Å.

## Properties
- Orbital gap: 8.9499 eV
- DFT total energy: -15123.253 eV
- Relative energy (zero: lowest compared OMol25 entry of this formula, charge and spin): 615.5 kJ/mol
- HOMO energy: -8.853 eV
- E_LUMO: 0.10 eV

***

Record 4
The following is a quantum chemistry calculation of an isolated molecule of C12H15ClN2O5S, from OMol25.

Geometry as XYZ:
```
36
Properties=species:S:1:pos:R:3:forces:R:3:lowdin_charge:R:1
C 1.8891 2.6989 -2.2384 0.16 0.12 0.24 -0.052
C 1.8600 3.3674 -0.8666 0.04 0.15 -0.16 -0.412
C 0.7992 4.4629 -0.8000 0.30 -0.09 0.06 -0.053
N 1.6064 2.3724 0.1584 -0.37 -0.01 -0.30 0.098
C 2.4606 2.0997 1.1556 -0.47 -0.48 0.22 -0.467
O 3.5210 2.6571 1.3293 0.37 0.08 0.21 0.071
C 1.9962 0.9933 2.1141 0.74 0.07 0.16 -0.048
O 0.7268 0.4468 1.7816 -0.30 0.22 0.05 -0.015
C 0.7034 -0.7740 1.2204 0.23 -0.36 -0.14 -0.437
O 1.6871 -1.4287 0.9907 -0.14 0.09 0.02 0.134
C -0.6817 -1.2170 0.9139 -0.31 -0.10 -0.06 -0.104
C -1.7988 -0.4374 1.2138 0.26 -0.11 -0.03 0.005
C -3.0693 -0.8876 0.9112 -0.11 -0.32 -0.17 -0.065
C -3.2269 -2.1297 0.3036 0.26 0.25 0.14 -0.634
Cl -4.7651 -2.7417 -0.0982 -0.77 0.36 0.11 0.792
C -2.1162 -2.9085 0.0080 -0.18 -0.50 -0.24 -0.273
S -2.4222 -4.4995 -0.7734 0.77 -0.38 -0.15 0.577
N -0.8667 -5.0952 -0.9366 -0.69 0.35 0.12 -0.059
O -3.1312 -5.3340 0.1471 0.29 0.03 0.18 -0.305
O -2.9533 -4.2697 -2.0819 0.30 0.13 -0.05 -0.304
C -0.8503 -2.4618 0.3075 0.29 0.26 0.14 0.015
H 2.1329 3.4294 -3.0044 -0.01 0.06 -0.14 0.078
H 2.6386 1.9118 -2.2588 0.05 -0.08 -0.04 0.081
H 0.9186 2.2636 -2.4707 -0.12 -0.05 -0.06 0.077
H 2.8439 3.7872 -0.6349 -0.16 -0.07 -0.04 0.141
H 0.7874 4.9178 0.1872 -0.03 0.06 0.08 0.079
H -0.1867 4.0514 -1.0088 -0.14 -0.03 -0.04 0.077
H 1.0140 5.2344 -1.5338 -0.04 0.11 -0.10 0.078
H 0.7325 1.8707 0.1086 0.11 -0.01 0.12 0.143
H 2.7554 0.2036 2.1128 -0.14 0.22 0.01 0.136
H 1.9191 1.4164 3.1188 -0.01 -0.03 -0.17 0.144
H -1.6655 0.5207 1.6917 -0.01 0.06 0.03 0.122
H -3.9392 -0.2935 1.1397 -0.10 0.04 0.01 0.113
H -0.7171 -5.9232 -0.3837 -0.08 -0.14 0.21 0.075
H -0.6129 -5.2355 -1.9007 -0.05 0.08 -0.25 0.075
H 0.0108 -3.0687 0.0768 0.06 0.01 0.01 0.116
```
Positions in Å, forces in eV/Å.

## Properties
- Orbital gap: 9.5413 eV
- DFT total energy: -49263.412 eV
- Structure (SMILES): CC(C)NC(=O)COC(=O)c1ccc(Cl)c(S(N)(=O)=O)c1
- HOMO energy: -9.870 eV
- E_LUMO: -0.33 eV